(1)
{"formula": "C37H30CaCl3N6O3SSbSe4", "method": "ωB97M-V with the def2-TZVPD basis set", "gap_ev": 5.97, "e_homo_ev": -6.76, "relative_energy_kj_mol": 0.0, "lumo_ev": -0.8, "elements": ["Ca", "C", "O", "C", "N", "C", "C", "C", "C", "C", "C", "C", "C", "C", "C", "C", "C", "N", "C", "N", "C", "C", "O", "C", "C", "C", "C", "C", "C", "H", "H", "H", "H", "H", "H", "H", "H", "H", "H", "H", "H", "H", "H", "H", "H", "H", "H", "H", "N", "C", "O", "C", "C", "C", "N", "C", "C", "H", "H", "H", "H", "H", "H", "Se", "Sb", "Se", "Se", "Se", "S", "C", "C", "C", "C", "C", "C", "H", "H", "H", "H", "H", "Cl", "C", "Cl", "Cl", "C", "N"], "coordinates": [[-0.90512, 0.31940, 0.23800], [-0.40991, -3.49420, 3.92141], [-1.52150, -3.56079, 2.99472], [-1.48806, -2.40291, 2.32087], [-0.54863, -1.57470, 2.52666], [0.33383, -2.19861, 3.54397], [1.73570, -2.40065, 3.01672], [2.06341, -3.53131, 2.27917], [3.33472, -3.68695, 1.75146], [4.29134, -2.70673, 1.96245], [3.97256, -1.57262, 2.69553], [2.69925, -1.42131, 3.22175], [-2.65644, -2.11762, 1.45988], [-3.54421, -3.08561, 1.01171], [-4.66666, -2.66989, 0.31499], [-4.89333, -1.31425, 0.13037], [-3.93933, -0.43244, 0.60776], [-2.83297, -0.81864, 1.23690], [-4.04445, 1.03306, 0.45135], [-3.02926, 1.78854, 0.34740], [-3.54245, 3.16940, 0.22490], [-5.06483, 3.00162, 0.42974], [-5.26857, 1.56276, 0.43941], [-3.19038, 3.82680, -1.08712], [-2.89929, 5.18701, -1.10428], [-2.57752, 5.82271, -2.29378], [-2.54631, 5.09618, -3.47660], [-2.84650, 3.74297, -3.46469], [-3.17473, 3.10991, -2.27513], [0.18238, -4.39662, 3.79280], [-0.82497, -3.46959, 4.92850], [0.37204, -1.51753, 4.39791], [1.31767, -4.28733, 2.07484], [3.56393, -4.56579, 1.16072], [5.28308, -2.82044, 1.54588], [4.71375, -0.79991, 2.84989], [2.44706, -0.53444, 3.79100], [-3.34373, -4.12843, 1.20763], [-5.36801, -3.39768, -0.06831], [-5.77304, -0.94565, -0.37625], [-3.09878, 3.75867, 1.03030], [-5.65500, 3.41513, -0.38477], [-5.41831, 3.37849, 1.38875], [-2.89359, 5.74743, -0.17633], [-2.33590, 6.87676, -2.29069], [-2.27923, 5.58599, -4.40398], [-2.80655, 3.16243, -4.37673], [-3.35723, 2.04177, -2.27922], [2.47628, 6.27651, -2.29083], [1.93509, 6.22691, -1.04950], [1.99995, 7.14137, -0.25197], [1.23718, 4.93934, -0.71512], [0.50222, 4.23635, -1.64725], [-0.09068, 3.03999, -1.26693], [0.01655, 2.54108, -0.03806], [0.72736, 3.23475, 0.86234], [1.33875, 4.43587, 0.58124], [2.99790, 7.09878, -2.54165], [2.53350, 5.45797, -2.87018], [0.38012, 4.57722, -2.66546], [-0.65319, 2.45107, -1.97920], [0.82228, 2.79073, 1.84674], [1.89378, 4.97240, 1.33664], [1.11613, -2.64106, -4.36519], [0.70465, -0.80031, -2.92829], [-1.67464, -0.35024, -2.37499], [2.00671, 1.19231, -3.13005], [1.20698, -1.71653, -0.45397], [-0.11978, -3.50136, -0.65770], [1.06748, -4.81656, -0.69785], [0.80531, -5.94729, 0.07170], [1.66962, -7.03163, 0.03754], [2.81086, -6.98158, -0.74891], [3.06962, -5.85163, -1.51402], [2.20014, -4.77460, -1.50211], [-0.07351, -5.96917, 0.70601], [1.45682, -7.90833, 0.63593], [3.49517, -7.81907, -0.77128], [3.95068, -5.81419, -2.14082], [2.37745, -3.90634, -2.12561], [5.34418, 1.94951, -1.61581], [5.04068, 0.50236, -0.63809], [6.35457, 0.32447, 0.54777], [4.91779, -0.93947, -1.62981], [3.78722, 0.70620, 0.09425], [2.80287, 0.89978, 0.65299]], "forces_ev_per_a": [[0.4, 0.0, 0.3], [-0.1, -0.1, 0.0], [0.0, 0.0, 0.0], [0.1, 0.1, 0.0], [-0.2, -0.1, 0.0], [0.1, 0.1, 0.0], [0.0, 0.0, 0.0], [0.0, 0.0, 0.0], [0.0, -0.1, 0.0], [0.1, 0.1, 0.0], [0.0, 0.0, 0.0], [-0.1, -0.1, 0.0], [-0.1, 0.0, 0.1], [0.1, 0.0, 0.1], [0.0, 0.0, 0.0], [0.0, 0.0, 0.1], [-0.1, 0.0, -0.1], [-0.3, -0.2, -0.1], [0.0, -0.1, -0.1], [-0.2, 0.0, 0.1], [0.2, 0.0, 0.1], [-0.1, -0.1, 0.0], [0.0, 0.0, 0.0], [0.0, 0.1, 0.0], [0.1, 0.0, 0.0], [0.0, -0.1, 0.0], [0.0, 0.1, 0.0], [0.0, -0.1, 0.0], [-0.1, 0.0, 0.0], [0.0, 0.1, 0.1], [0.0, 0.0, 0.0], [0.0, 0.0, 0.0], [0.0, 0.0, 0.0], [0.0, 0.0, 0.0], [0.0, 0.0, 0.0], [0.0, 0.0, 0.0], [0.0, 0.0, 0.0], [0.0, 0.0, 0.0], [0.0, 0.0, 0.0], [0.0, 0.0, 0.0], [-0.1, 0.0, 0.0], [0.0, 0.0, 0.0], [0.0, 0.0, 0.0], [0.0, 0.0, 0.0], [0.0, 0.0, 0.0], [0.0, 0.0, 0.0], [0.0, 0.0, 0.0], [0.0, 0.0, 0.0], [0.0, 0.0, 0.0], [0.0, 0.0, 0.1], [0.0, 0.0, 0.0], [0.0, 0.0, 0.0], [0.0, -0.1, 0.0], [0.0, 0.0, -0.1], [0.2, 0.2, 0.1], [0.0, 0.1, 0.1], [-0.1, 0.0, -0.1], [0.0, 0.0, 0.0], [0.0, 0.0, 0.0], [0.0, 0.0, 0.0], [0.0, 0.0, 0.0], [0.0, 0.0, 0.0], [0.0, 0.0, 0.0], [0.0, -0.1, -0.1], [-0.1, -0.2, -0.1], [-0.3, 0.0, -0.2], [0.1, 0.2, 0.1], [0.0, -0.2, -0.2], [0.2, 0.4, 0.1], [0.0, -0.2, 0.1], [0.0, 0.1, 0.0], [0.0, 0.0, 0.0], [0.0, 0.0, 0.0], [0.0, 0.0, 0.0], [0.0, 0.1, 0.0], [0.0, 0.0, 0.0], [0.0, 0.0, 0.0], [0.0, 0.0, 0.0], [0.0, 0.0, 0.0], [0.0, 0.0, 0.0], [0.0, -0.1, 0.0], [0.0, 0.1, 0.0], [0.0, 0.0, 0.1], [0.0, 0.0, 0.0], [-0.4, 0.1, 0.0], [0.2, -0.1, 0.0]]}

(2)
{"formula": "C37H30N5O7Ru", "method": "ωB97M-V with the def2-TZVPD basis set", "gap_ev": [4.57, 4.44], "e_homo_ev": [-11.55, -11.55], "charge": 2, "multiplicity": 2, "lumo_ev": [-7.0, -7.1], "elements": ["Ru", "O", "C", "O", "C", "C", "C", "C", "C", "N", "C", "O", "O", "H", "H", "H", "H", "H", "C", "O", "C", "C", "C", "C", "C", "C", "C", "N", "C", "C", "N", "C", "C", "C", "C", "N", "C", "C", "N", "C", "C", "C", "C", "H", "H", "H", "H", "H", "H", "H", "H", "H", "H", "H", "H", "H", "H", "C", "C", "C", "C", "C", "C", "C", "C", "C", "C", "O", "O", "H", "H", "H", "H", "H", "H", "H", "H", "H", "H", "H"], "coordinates": [[-0.16653, -0.40422, -0.45974], [2.73858, 3.08316, -1.66781], [1.94362, 2.12866, -1.20033], [0.74491, 2.12751, -1.25084], [2.72194, 1.01967, -0.54336], [4.09885, 0.87182, -0.58540], [4.66021, -0.18152, 0.12337], [3.85907, -1.00848, 0.89992], [2.49604, -0.77176, 0.89667], [1.95180, 0.18098, 0.14424], [1.44100, -1.47026, 1.71064], [1.79084, -2.24514, 2.71294], [0.26338, -1.29072, 1.47943], [2.18044, 3.78833, -2.04084], [4.71018, 1.56612, -1.14354], [5.72926, -0.34317, 0.09347], [4.30220, -1.81151, 1.47406], [2.75010, -2.26839, 2.84749], [-10.99374, 0.10270, -8.61547], [-9.60891, -0.00763, -8.99833], [-8.67065, -0.00440, -8.07598], [-8.91519, 0.10038, -6.69238], [-7.85566, 0.09191, -5.82541], [-6.52471, -0.02041, -6.29027], [-6.30199, -0.12370, -7.68449], [-7.34504, -0.11645, -8.55951], [-5.47358, -0.02517, -5.33793], [-5.64526, 0.07705, -4.00720], [-4.42636, 0.03018, -3.47223], [-3.43520, -0.10133, -4.47005], [-4.12727, -0.13472, -5.63288], [-2.03771, -0.18491, -4.19172], [-1.00231, -0.34019, -5.12206], [0.29152, -0.43226, -4.65961], [0.54302, -0.36880, -3.29119], [-0.42828, -0.20994, -2.39011], [-1.70332, -0.11970, -2.83104], [-2.70178, 0.02005, -1.79181], [-2.21489, 0.04625, -0.52897], [-3.08364, 0.14519, 0.47884], [-4.45556, 0.23762, 0.27397], [-4.96052, 0.20676, -1.01225], [-4.06409, 0.09303, -2.07713], [-11.54400, 0.07785, -9.54818], [-11.15582, 1.04980, -8.10312], [-11.26692, -0.74475, -7.98863], [-9.92405, 0.18524, -6.31754], [-8.01963, 0.17123, -4.75998], [-5.29612, -0.20838, -8.07766], [-7.20127, -0.19386, -9.62801], [-3.73726, -0.22690, -6.55568], [-1.20458, -0.39665, -6.18383], [1.12058, -0.56597, -5.33906], [1.54013, -0.48748, -2.89257], [-2.66145, 0.14280, 1.47525], [-5.11165, 0.31806, 1.12844], [-6.02340, 0.26514, -1.20469], [0.41178, -8.73184, -1.33432], [0.31741, -7.23525, -1.24517], [-0.41411, -6.62649, -0.23610], [-0.54344, -5.24439, -0.14800], [-1.37875, -4.66904, 0.96847], [0.12593, -4.45125, -1.08972], [0.88329, -5.04160, -2.11506], [1.58362, -4.22902, -3.17604], [0.95086, -6.42360, -2.18297], [0.05748, -2.97357, -0.99079], [-1.04924, -2.38824, -0.80219], [1.10214, -2.24969, -1.07490], [0.02187, -9.20425, -0.43452], [1.44538, -9.05190, -1.46830], [-0.15916, -9.10903, -2.18476], [-0.91153, -7.24508, 0.50178], [-1.72326, -5.46967, 1.61999], [-2.24577, -4.13673, 0.58117], [-0.81337, -3.96043, 1.57607], [2.30734, -3.53755, -2.74789], [0.86865, -3.63835, -3.75698], [2.10153, -4.89008, -3.86807], [1.52133, -6.88096, -2.98369]], "forces_ev_per_a": [[-1.2, -3.7, -0.4], [-0.4, -0.1, 0.0], [0.8, 0.1, 0.0], [-0.6, -0.2, 0.2], [-0.1, -0.1, 0.1], [0.0, 0.1, 0.1], [0.1, 0.0, 0.0], [-0.1, 0.1, 0.1], [-0.2, 0.1, 0.0], [-0.2, 0.2, -0.4], [0.7, -0.4, 0.4], [0.0, 0.1, -0.2], [-0.6, 0.5, 0.2], [0.1, 0.0, 0.0], [0.0, 0.0, 0.0], [0.0, 0.0, 0.0], [0.0, 0.0, 0.0], [-0.1, -0.1, 0.1], [0.6, 0.0, -0.1], [-0.9, 0.0, -0.7], [0.7, 0.0, 0.7], [-0.1, 0.0, -0.8], [1.1, -0.1, 0.0], [-1.3, 0.0, -1.0], [0.2, 0.0, 0.9], [-0.8, 0.0, 0.0], [1.0, 0.1, 1.6], [-0.6, 0.0, -1.1], [1.5, -0.1, -0.2], [-0.1, 0.1, 1.3], [-0.7, 0.0, -0.5], [-0.7, 0.1, 0.0], [0.3, 0.0, 0.1], [-0.2, 0.0, -0.1], [-0.1, 0.0, 0.4], [0.2, 0.4, -1.8], [-0.3, 0.1, 0.6], [0.7, 0.0, -0.5], [0.2, 0.2, 0.6], [0.6, 0.0, 0.1], [-0.2, 0.0, -0.3], [0.1, 0.0, 0.4], [0.0, 0.0, -0.6], [-0.1, 0.0, 0.0], [-0.1, 0.0, 0.1], [-0.1, 0.0, 0.0], [0.0, 0.0, 0.0], [0.0, 0.0, 0.0], [0.0, 0.0, 0.0], [0.0, 0.0, 0.0], [-0.1, 0.0, 0.0], [0.0, 0.0, 0.0], [0.0, 0.0, 0.0], [0.0, 0.0, -0.1], [0.0, 0.0, 0.0], [0.0, 0.0, 0.0], [0.0, 0.0, 0.0], [0.0, 0.0, 0.0], [0.0, -0.1, 0.0], [-0.1, 0.1, 0.0], [-0.1, -0.1, 0.1], [0.1, 0.0, 0.0], [0.0, 0.2, 0.0], [0.1, 0.0, -0.2], [0.0, 0.0, 0.0], [0.0, 0.1, 0.0], [0.9, -0.8, -0.3], [0.2, 2.2, 0.8], [-0.4, 0.8, 0.5], [0.0, 0.0, 0.0], [0.0, 0.0, 0.0], [0.0, 0.0, 0.0], [0.0, 0.0, 0.0], [0.0, 0.0, 0.0], [0.0, 0.0, 0.0], [0.0, 0.0, 0.0], [0.0, 0.0, 0.0], [0.0, 0.0, 0.0], [0.0, 0.0, 0.0], [0.0, 0.0, 0.0]]}

(3)
{"formula": "C37H30N7O4PSn", "method": "ωB97M-V with the def2-TZVPD basis set", "gap_ev": [2.62, 2.63], "e_homo_ev": [1.53, 1.54], "relative_energy_kj_mol": 571.4, "charge": -2, "lumo_ev": [4.2, 4.2], "elements": ["Sn", "O", "C", "N", "C", "C", "C", "C", "C", "C", "N", "C", "O", "C", "C", "C", "C", "C", "N", "C", "C", "C", "C", "C", "N", "H", "H", "H", "H", "H", "H", "H", "H", "H", "H", "H", "H", "N", "C", "C", "N", "C", "C", "C", "O", "N", "C", "O", "H", "H", "H", "H", "H", "C", "P", "C", "C", "C", "C", "C", "C", "C", "C", "C", "C", "C", "C", "H", "H", "H", "H", "H", "H", "H", "H", "H", "H", "H", "H", "H"], "coordinates": [[-0.39477, -3.38310, 0.05172], [-0.85425, -4.99504, -3.86608], [-0.65707, -4.84226, -2.67538], [-0.85897, -3.63707, -2.00370], [-1.75623, -2.64956, -2.45619], [-1.93308, -2.49497, -3.83718], [-2.96834, -1.67791, -4.25006], [-3.69060, -0.90399, -3.28943], [-3.40844, -0.97027, -1.94203], [-2.44283, -1.92099, -1.52012], [-2.12274, -2.17245, -0.13471], [-2.68101, -1.63863, 0.96983], [-3.63475, -0.86078, 1.00265], [-2.08639, -2.04519, 2.26614], [-2.60461, -1.62693, 3.51970], [-2.04143, -2.16198, 4.68335], [-0.87135, -2.91575, 4.67327], [-0.31278, -3.14622, 3.44781], [-0.91052, -2.71007, 2.26515], [-0.18620, -5.91739, -1.78342], [0.23627, -7.13759, -2.30734], [0.82566, -8.11458, -1.49001], [0.99565, -7.78514, -0.14605], [0.60728, -6.52779, 0.33858], [-0.03627, -5.65122, -0.45665], [-1.38250, -3.09079, -4.58250], [-3.22384, -1.62717, -5.30111], [-4.45189, -0.26676, -3.66434], [-4.01730, -0.40787, -1.25929], [-3.51601, -1.03720, 3.56667], [-2.47259, -1.93949, 5.63987], [-0.58290, -3.50815, 5.49580], [0.57772, -3.75237, 3.25956], [0.14901, -7.28204, -3.35430], [1.16568, -9.08847, -1.91928], [1.49959, -8.47598, 0.50714], [0.75272, -6.18767, 1.36644], [1.02786, 1.79075, 2.41393], [0.87184, 2.62900, 1.61949], [2.94939, 0.40534, -2.11239], [2.82033, -0.68499, -1.14375], [3.95828, -1.37162, -0.75763], [3.94304, -2.50907, 0.00928], [2.62000, -3.01593, 0.35075], [2.44435, -4.07561, 1.03062], [1.52045, -2.28950, 0.00669], [1.54325, -1.13798, -0.78383], [0.49364, -0.52797, -1.05602], [3.99238, 0.69482, -2.36626], [2.43779, 1.27914, -1.68710], [2.44998, 0.09589, -3.00230], [4.97670, -0.97551, -1.06310], [4.87825, -2.95159, 0.34842], [0.00089, 3.25075, -1.08433], [0.36716, 3.94537, 0.52301], [1.75422, 5.08996, 0.44901], [2.68691, 4.95251, -0.55104], [3.60558, 5.97385, -0.81289], [3.64767, 7.10893, -0.05066], [2.75634, 7.22099, 1.01901], [2.00619, 6.07561, 1.41518], [-1.00963, 4.84704, 1.27344], [-1.80047, 4.40341, 2.39341], [-2.91308, 5.11706, 2.86835], [-3.30466, 6.24682, 2.20606], [-2.64375, 6.61740, 1.03572], [-1.42073, 6.01510, 0.61777], [0.79023, 3.48734, -1.78349], [-0.96290, 3.61793, -1.45512], [-0.00334, 2.14070, -0.95854], [2.66386, 4.15945, -1.28299], [4.21902, 5.91813, -1.72235], [4.36149, 7.88757, -0.26060], [2.73839, 8.09679, 1.64974], [1.68424, 5.99983, 2.45492], [-1.45461, 3.50068, 2.90526], [-3.50375, 4.79499, 3.75064], [-4.13551, 6.84468, 2.49401], [-2.97064, 7.45821, 0.42571], [-0.79660, 6.42457, -0.14054]], "forces_ev_per_a": [[0.3, -1.4, 1.9], [0.1, -1.2, -0.8], [-1.0, 3.1, 1.0], [0.0, -1.1, -0.5], [1.7, -1.7, -1.7], [-1.0, 0.3, -0.6], [-0.4, 0.8, 0.9], [1.1, -1.0, -1.2], [0.2, -1.0, -0.4], [-1.4, 1.7, 2.3], [0.1, 0.5, -0.9], [-0.7, 0.7, -1.6], [-0.4, 0.0, 0.2], [1.9, 0.1, 2.4], [-0.2, -1.2, -0.2], [-0.2, 0.9, -0.4], [-0.9, -0.3, -1.5], [-0.8, 0.3, -2.6], [0.0, 1.0, 2.5], [1.4, -1.5, 1.2], [0.4, -0.2, 0.5], [-0.3, 0.3, -0.4], [0.3, 0.4, 0.2], [-0.7, -0.1, -1.2], [0.4, -2.5, -1.3], [-0.3, 0.5, 0.9], [0.0, 0.2, 0.0], [-0.7, 0.6, -0.1], [0.3, 0.0, 0.4], [0.2, 0.0, -0.1], [-0.4, 0.1, 0.3], [0.7, -0.1, 1.1], [-0.1, 0.3, 0.2], [-0.2, -0.1, -0.8], [-0.3, 1.0, 0.5], [0.0, -0.2, 0.3], [0.0, -0.1, -0.2], [0.7, 0.6, -0.2], [-2.2, -0.9, -0.1], [-0.1, 0.7, 0.8], [1.4, -0.2, -0.4], [1.0, -0.8, 0.6], [-0.4, 1.6, -1.1], [-0.4, -2.1, 2.1], [0.8, 1.6, -1.2], [0.6, 1.9, -1.6], [-0.9, -0.1, 1.3], [2.0, -0.8, -0.2], [-0.6, -0.6, 0.6], [0.1, -0.1, -0.4], [-0.4, 0.0, -0.8], [-1.7, -0.1, 0.2], [-0.5, -0.1, -0.1], [0.5, -2.0, -0.3], [1.9, 3.0, 1.2], [-3.4, -2.1, -0.7], [2.5, 1.0, -2.2], [-0.2, -2.2, -1.1], [-0.7, 1.9, 0.7], [0.1, -2.1, 0.8], [0.5, 2.6, 1.3], [0.3, -0.4, 2.3], [-0.1, -0.1, -0.1], [1.0, -1.7, 0.6], [-0.1, 0.9, -1.7], [2.2, 0.2, -0.6], [-2.3, -0.1, 1.0], [0.2, 0.2, -0.4], [0.2, -0.1, 0.3], [-0.4, 0.5, -0.3], [-0.2, -0.3, 0.0], [-0.1, -0.2, 0.5], [0.0, 0.3, -0.2], [0.2, 0.1, 0.3], [-0.5, 0.2, -0.4], [-0.3, 0.2, -0.1], [0.7, 0.0, -0.6], [-0.7, 0.2, 0.4], [-0.1, 0.1, 0.4], [0.1, 0.3, -0.8]]}

no.,energy (hartree)
1,-14284.78722
2,-2322.93706
3,-2667.73225